Entry from the OMol25 dataset: a structure of composition C8H9AuF3N3O2S (wB97M-V/def2-TZVPD).

```
! wB97M-V def2-TZVPD RIJCOSX def2/J DEFGRID3
* xyz 0 1
Au -1.7518 -0.3429 0.5378
C -1.7210 4.5721 2.7498
O -2.5039 3.4732 2.2900
C -2.0548 2.6380 1.3443
O -2.7704 1.7100 1.0173
N -0.8331 2.9245 0.8232
N -0.3155 2.1373 -0.1933
H -2.3155 5.0514 3.5192
H -1.5312 5.2870 1.9473
H -0.7812 4.2370 3.1933
H -0.2675 3.6486 1.2228
H 0.5913 1.7647 0.0431
H -0.3039 2.6324 -1.0731
F 3.2674 -4.4418 -0.4000
C 2.3391 -3.6621 0.2003
F 1.6935 -4.4430 1.0764
F 3.0180 -2.7396 0.9108
C 1.4267 -3.0289 -0.8114
C 1.6606 -3.2403 -2.1571
C 0.8437 -2.6423 -3.1043
C -0.1742 -1.8297 -2.6446
N -0.4097 -1.6040 -1.3538
C 0.3491 -2.2029 -0.4124
S -0.0922 -1.8978 1.2346
H 2.4810 -3.8768 -2.4592
H 0.9952 -2.7996 -4.1632
H -0.8394 -1.3247 -3.3378
*
```

Summary:
Frontier orbital gap, Eh: 0.285

---

Entry from the OMol25 dataset: a cluster of 2 separate species, C8H9Br2N in total (wB97M-V/def2-TZVPD).

```
! wB97M-V def2-TZVPD RIJCOSX def2/J DEFGRID3
* xyz 0 1
C -0.3431 0.8658 -1.3341
C -1.3502 1.4046 0.8024
C -0.9613 2.0298 -1.8097
C -1.7931 2.5973 0.2680
C -0.5253 0.5663 0.0371
C -0.0748 -1.8909 -0.4282
C 1.8662 -0.1472 1.4742
C -0.2479 -0.7405 0.5510
N -1.5701 2.9146 -1.0380
Br 2.7667 0.5805 -0.0216
Br -1.0088 -1.5337 2.1712
H 0.2117 0.1930 -1.9921
H -1.4886 1.1030 1.8603
H -0.8079 2.2918 -2.8678
H -2.6544 3.1942 0.7440
H 0.6773 -1.5022 -1.2320
H -0.9837 -2.3001 -0.8064
H 0.5192 -2.5511 0.1000
H 1.3931 0.6013 2.1390
H 2.1497 -1.1345 1.8474
*
```

Summary:
Frontier orbital gap (alpha / beta), Eh: 0.280 / 0.280

---

Entry from the OMol25 dataset: the ion C8H9Cl2N2S with charge +1 (wB97M-V/def2-TZVPD).

```
! wB97M-V def2-TZVPD RIJCOSX def2/J DEFGRID3
* xyz 1 1
C -1.8833 0.1685 -1.5925
C -0.7017 -0.4679 -1.6605
C 0.1444 -0.2280 -0.5035
C -0.2978 0.8305 0.3738
C 1.4582 -1.5095 1.1087
C 0.3909 1.6744 1.2026
C -0.4599 -1.3532 -2.8527
C -0.2645 2.6432 2.1230
N 1.1644 -1.0643 -0.2162
N 0.6297 -1.3899 2.0185
S -1.9901 1.2082 -0.1678
Cl 3.1134 -2.0740 1.1847
Cl 2.0254 1.4784 1.4263
H -2.7466 -0.0437 -2.1807
H -0.2312 -2.3676 -2.3827
H -1.4694 -1.3944 -3.3814
H 0.3066 -1.1229 -3.5439
H -1.2356 2.4327 2.2989
H -0.1926 3.5107 1.5668
H 0.2743 2.6557 3.0455
H 1.2177 -1.7776 -0.8283
H 0.7478 -1.8092 2.9615
*
```

Summary:
Frontier orbital gap, Eh: 0.264

---

Entry from the OMol25 dataset: an isolated molecule of C8H9ClO2S (wB97M-V/def2-TZVPD).

```
! wB97M-V def2-TZVPD RIJCOSX def2/J DEFGRID3
* xyz 0 1
O 0.6085 2.5975 -0.9864
S 0.7721 1.6674 0.0887
O 1.0044 2.0740 1.4834
C 2.1382 0.6668 -0.4667
C 2.5215 -0.5515 0.4261
Cl 3.9433 -1.3321 -0.3077
C -0.6523 0.6067 0.0514
C -1.0159 -0.1328 1.1566
C -2.0857 -1.0559 1.1045
C -2.7711 -1.3376 -0.0879
C -2.3309 -0.6234 -1.2452
C -1.3743 0.3865 -1.1310
H 3.0495 1.3745 -0.4283
H 2.0138 0.3842 -1.5435
H 1.7261 -1.2279 0.7257
H 3.0259 -0.2130 1.3615
H -0.3668 0.0064 2.0391
H -2.4710 -1.5445 1.9847
H -3.6382 -1.9223 -0.1043
H -2.8393 -0.8419 -2.1310
H -1.2579 1.0190 -1.9898
*
```

Summary:
SMILES: O=S(=O)(CCCl)c1ccccc1
Frontier orbital gap, Eh: 0.377

---

Entry from the OMol25 dataset: an isolated molecule of C8H9F2I (wB97M-V/def2-TZVPD).

```
! wB97M-V def2-TZVPD RIJCOSX def2/J DEFGRID3
* xyz 0 1
F -3.4157 0.1401 -1.7790
C -2.5466 1.1097 -1.4496
F -3.2560 2.1731 -0.9478
C -1.2934 1.0585 -1.5248
C -0.0463 1.0259 -1.8022
C 1.0459 0.4554 -0.8882
C 0.6248 0.3528 0.5977
C -0.2205 -0.9977 0.7506
C -1.2844 -0.6483 1.7599
C -2.5313 -0.6585 1.4195
I -4.0928 -0.1430 2.7855
H 0.4175 1.3293 -2.7230
H 1.2234 -0.6190 -1.1964
H 1.9487 1.1026 -1.1507
H 1.5042 0.3843 1.1095
H 0.0291 1.1134 1.0145
H -0.6638 -1.3836 -0.2009
H 0.3818 -1.8393 1.0098
H -0.8503 -0.2485 2.7200
H -2.9506 -1.0753 0.6069
*
```

Summary:
SMILES: FC(F)=C=CCCC/C=C/I
Frontier orbital gap, Eh: 0.351

---

Entry from the OMol25 dataset: an isolated molecule of C8H9FN2 (wB97M-V/def2-TZVPD).

```
! wB97M-V def2-TZVPD RIJCOSX def2/J DEFGRID3
* xyz 0 1
C -2.8773 -1.0574 0.2555
C -1.7891 -0.0615 0.1666
N -1.9469 1.0923 0.7417
N -0.7299 1.7206 0.7907
C 0.2469 0.8730 0.2550
C 1.2007 1.4984 -0.8853
C 1.7968 0.6468 0.3262
C 1.8814 -0.9355 0.1663
C 0.4873 -1.4363 -0.2717
F 0.1498 -2.7620 -0.5729
C -0.3954 -0.3806 -0.1240
H -3.1735 -1.1793 1.3020
H -3.6939 -0.7333 -0.3412
H -2.5590 -2.0215 -0.1942
H -0.6963 2.3086 1.6506
H 1.1211 0.8602 -1.8607
H 1.5331 2.4572 -0.7939
H 2.2929 1.2293 1.0533
H 2.6154 -1.0168 -0.5818
H 2.1998 -1.4924 1.1195
*
```

Summary:
SMILES: CC1=NN[C@@]23C[C@@H]2CC(F)=C13
Frontier orbital gap, Eh: 0.300